90
Properties=species:S:1:pos:R:3 method="wB97M-V/def2-TZVPD" mol_weight_da=683.7 homo_ev=-11.466 total_charge=+1 e_lumo_ev=-3.5 homo_lumo_gap_ev=7.979 total_energy_ha=-5218.722156 e_above_lowest_kcal_mol=0.0
C 2.091 -3.312 1.543
C 1.554 -2.149 0.725
O 1.034 -2.649 -0.509
C 0.528 -1.640 -1.336
C 1.620 -0.911 -2.144
C 2.657 -1.968 -2.552
N 3.521 -1.567 -3.703
C 3.173 -0.315 -4.185
N 4.084 0.570 -4.407
C 5.523 0.428 -4.207
C 5.999 1.561 -3.299
C 5.571 1.416 -1.844
F 5.466 2.742 -3.832
N 1.854 0.065 -4.457
C 1.387 -0.535 -5.725
C 0.914 -2.001 -5.618
C -0.539 -2.208 -6.012
Br 2.081 -3.122 -6.709
C 0.959 -0.108 -3.285
C 0.512 1.294 -2.843
O -0.669 1.170 -2.089
C -1.138 2.383 -1.506
O -1.652 2.148 -0.240
C -0.738 1.475 0.609
C -1.088 1.654 2.065
O -2.357 1.123 2.420
H 3.033 -3.051 2.027
H 1.384 -3.617 2.314
H 2.271 -4.165 0.884
H 2.347 -1.411 0.527
H 0.753 -1.630 1.267
H -0.028 -0.919 -0.744
H -0.159 -2.123 -2.039
H 2.114 -0.191 -1.476
H 2.184 -2.928 -2.775
H 3.314 -2.141 -1.699
H 3.491 -2.249 -4.460
H 3.757 1.474 -4.735
H 6.023 0.456 -5.177
H 5.721 -0.538 -3.747
H 7.085 1.626 -3.388
H 5.198 0.411 -1.631
H 4.786 2.141 -1.622
H 6.403 1.614 -1.170
H 2.214 -0.457 -6.433
H 0.582 0.090 -6.121
H 1.063 -2.365 -4.602
H -0.668 -2.109 -7.091
H -1.164 -1.449 -5.530
H -0.894 -3.190 -5.702
H 0.046 -0.629 -3.593
H 0.371 1.912 -3.740
H 1.306 1.767 -2.241
H -1.953 2.789 -2.112
H -0.303 3.104 -1.462
H -0.747 0.408 0.377
H 0.281 1.858 0.448
H -1.098 2.707 2.350
H -0.292 1.129 2.604
H -2.488 0.305 1.929
C -6.193 2.369 2.011
C -5.560 1.776 3.276
C -6.694 1.503 4.270
S -8.161 1.185 3.275
O -9.121 2.229 3.520
O -8.544 -0.199 3.388
C -7.387 1.479 1.686
H -5.483 2.403 1.185
H -6.533 3.389 2.204
H -5.050 0.845 3.026
H -4.814 2.444 3.704
H -6.520 0.632 4.897
H -6.917 2.368 4.892
H -8.124 1.931 1.026
H -7.076 0.510 1.296
C 0.531 -0.925 7.105
C -0.810 -0.379 6.596
C -0.537 0.343 5.271
S 0.899 -0.471 4.556
O 1.990 0.470 4.485
O 0.521 -1.190 3.358
C 1.188 -1.605 5.909
H 0.398 -1.623 7.930
H 1.161 -0.106 7.457
H -1.503 -1.206 6.430
H -1.271 0.295 7.316
H -1.358 0.275 4.559
H -0.263 1.386 5.420
H 2.260 -1.758 6.007
H 0.695 -2.543 5.654